Entry 1:
Density functional theory data (ωB97M-V/def2-TZVPD) for a 18-piece molecular cluster, C28H92IN5O17PS overall at a distorted geometry.

Last column: Löwdin charge in e.
Geometry (Å):
C 6.17 0.79 -0.94  -0.1626
C 5.11 0.78 -2.23  -0.4547
S 3.33 0.50 -1.59  0.8090
C 2.76 2.23 -1.13  -0.4196
N 2.26 2.39 0.29  -0.0279
C 2.59 1.68 1.59  -0.1344
N 3.55 0.53 1.75  0.0606
C 1.71 2.40 2.81  -0.5437
I 1.72 1.94 4.97  0.8723
N 0.88 3.47 2.14  -0.2174
P -0.24 4.53 3.03  0.7544
N 0.55 5.26 4.24  -0.2843
C 1.23 3.43 0.67  -0.0952
C 0.46 4.48 -0.33  -0.1214
C -1.13 4.02 -0.47  -0.1919
C -1.32 2.50 -1.06  -0.1842
C -1.37 1.31 0.08  -0.2026
C -2.86 0.68 0.35  -0.2641
N -2.78 -0.09 1.68  -0.0463
H 5.50 0.91 0.02  0.0383
H 6.91 1.72 -0.98  0.0800
H 6.74 -0.23 -0.84  0.0899
H 5.42 0.00 -3.04  0.0973
H 5.20 1.87 -2.70  0.0860
H 3.62 3.01 -1.42  0.1309
H 1.84 2.50 -1.84  0.0932
H 3.25 -0.32 1.18  0.0676
H 3.40 0.21 2.76  0.0605
H -0.73 5.57 2.13  0.0371
H -1.35 3.70 3.48  0.0335
H 0.48 6.29 4.03  -0.0193
H 0.52 5.55 0.20  0.1200
H 1.00 4.60 -1.36  0.1241
H -1.59 4.75 -1.29  0.1305
H -1.71 4.22 0.53  0.0832
H -0.41 2.30 -1.79  0.1021
H -2.29 2.45 -1.75  0.1302
H -0.65 0.40 -0.19  0.1146
H -0.97 1.74 1.11  0.0889
H -3.68 1.53 0.46  0.1213
H -3.13 -0.08 -0.53  0.1118
H -2.39 0.64 2.35  0.0582
H -1.96 -0.75 1.53  0.0583
C -1.19 8.28 5.49  -0.1783
O -2.01 7.62 4.55  -0.1514
H -0.34 8.73 4.96  0.0799
H -1.76 9.06 6.00  0.0733
H -0.81 7.55 6.22  0.0557
H -2.75 7.23 5.04  0.0588
C -3.88 5.20 2.76  -0.1524
O -3.28 4.22 3.58  -0.1978
H -3.10 5.81 2.30  0.0619
H -4.47 4.71 1.98  0.0825
H -4.53 5.83 3.37  0.0873
H -4.00 3.69 3.98  0.0996
C -1.22 -1.71 -2.52  -0.1370
O -1.76 -1.68 -1.21  -0.1663
H -0.51 -0.89 -2.63  0.0767
H -0.70 -2.66 -2.67  0.0774
H -2.02 -1.60 -3.25  0.0644
H -2.38 -2.42 -1.14  0.0729
C 3.32 -4.01 -2.18  -0.1559
O 3.84 -2.71 -2.40  -0.1631
H 3.72 -4.69 -2.95  0.0843
H 3.63 -4.36 -1.19  0.0589
H 2.23 -3.99 -2.26  0.0773
H 3.47 -2.14 -1.71  0.0138
C -4.44 0.88 -4.41  -0.1557
O -3.83 -0.10 -3.59  -0.1466
H -3.66 1.49 -4.87  0.0805
H -5.02 0.39 -5.20  0.0588
H -5.08 1.52 -3.81  0.0760
H -4.55 -0.63 -3.20  0.0864
C 2.73 -7.45 -0.39  -0.1530
O 2.05 -6.21 -0.30  -0.1472
H 3.23 -7.51 -1.36  0.0838
H 3.46 -7.53 0.41  0.0744
H 2.00 -8.27 -0.32  0.0770
H 1.61 -6.19 0.57  0.0857
C -5.07 -1.97 -7.04  -0.1591
O -5.61 -1.93 -5.73  -0.1395
H -4.36 -1.14 -7.16  0.0790
H -4.55 -2.92 -7.20  0.0568
H -5.88 -1.86 -7.77  0.0840
H -6.24 -2.67 -5.66  0.0864
C 1.30 -1.94 4.86  -0.1611
O 2.54 -1.33 4.54  -0.2256
H 0.51 -1.46 4.28  0.0759
H 1.34 -3.00 4.62  0.0830
H 1.09 -1.81 5.93  0.0827
H 3.22 -1.77 5.07  0.0965
C -0.52 5.04 7.94  -0.1405
O -1.20 6.28 8.03  -0.1516
H -0.02 4.98 6.97  0.0550
H 0.21 4.96 8.74  0.0818
H -1.25 4.23 8.02  0.0790
H -1.64 6.31 8.90  0.0927
C -3.89 8.60 8.23  -0.1318
O -3.31 7.97 7.10  -0.1710
H -4.12 9.63 7.98  0.0873
H -4.81 8.08 8.50  0.0795
H -3.18 8.57 9.06  0.0787
H -3.11 7.05 7.36  0.0659
C 6.85 -4.68 -3.03  -0.1634
O 6.37 -5.76 -2.25  -0.1388
H 6.78 -4.94 -4.09  0.0846
H 6.25 -3.79 -2.84  0.0589
H 7.90 -4.48 -2.77  0.0770
H 6.44 -5.49 -1.32  0.0797
C -3.20 -3.85 2.43  -0.1623
O -1.84 -3.93 2.81  -0.1329
H -3.82 -4.28 3.22  0.0864
H -3.48 -2.80 2.28  0.0594
H -3.36 -4.41 1.51  0.0589
H -1.32 -3.54 2.09  0.0733
C -4.72 -4.99 -9.36  -0.1564
O -5.26 -4.96 -8.05  -0.1595
H -4.01 -4.17 -9.47  0.0859
H -4.20 -5.94 -9.51  0.0678
H -5.53 -4.89 -10.09  0.0792
H -5.89 -5.70 -7.98  0.0925
C -2.12 -6.27 -7.22  -0.1587
O -1.93 -6.47 -8.61  -0.1389
H -3.12 -5.87 -7.05  0.0627
H -2.02 -7.22 -6.70  0.0774
H -1.38 -5.56 -6.85  0.0778
H -1.03 -6.82 -8.73  0.0859
C 3.97 -3.93 2.06  -0.1475
O 3.01 -3.00 1.60  -0.1412
H 4.07 -4.73 1.33  0.0681
H 4.94 -3.43 2.18  0.0825
H 3.65 -4.35 3.02  0.0778
H 2.94 -2.30 2.26  0.0372
C -5.28 -4.95 -0.79  -0.1559
O -4.76 -3.65 -1.01  -0.1411
H -4.88 -5.62 -1.55  0.0857
H -4.98 -5.30 0.20  0.0625
H -6.37 -4.93 -0.86  0.0808
H -5.14 -3.08 -0.32  0.0838
C 10.32 2.07 -1.59  -0.1695
O 9.83 0.99 -0.81  -0.1445
H 10.25 1.80 -2.65  0.0813
H 9.71 2.96 -1.40  0.0710
H 11.36 2.26 -1.33  0.0774
H 9.90 1.25 0.12  0.0835

Output
- Calculated total energy: -3711.24272 Eh
- Total charge: +1
- Energy above the lowest of the compared OMol25 structures with the same formula, charge and spin: 4.254 eV
- Multiplicity: 1

***

Entry 2:
Density functional theory data (ωB97M-V/def2-TZVPD) for FFeH6O3 as an isolated structure at a distorted geometry.

Last column: natural (NBO) charge in e.
Geometry (Å):
Fe -19.61 -25.64 26.14  1.5332
F -20.56 -22.59 26.37  -0.5307
O -19.25 -20.48 22.64  -0.9285
H -19.82 -20.82 21.95  0.4679
H -19.50 -20.97 23.43  0.4599
O -20.64 -18.59 28.82  -0.9346
H -20.46 -19.23 28.13  0.4623
H -21.29 -18.01 28.43  0.4718
O -23.73 -21.85 28.76  -0.9370
H -23.19 -22.09 28.01  0.4608
H -23.26 -21.12 29.17  0.4750

Output
- Calculated total energy: -1592.30622 Eh
- Total charge: +1
- Energy above the lowest of the compared OMol25 structures with the same formula, charge and spin: 1.334 eV
- Multiplicity: 5

***

Entry 3:
Density functional theory data (ωB97M-V/def2-TZVPD) for one molecule with the formula C4H7BrNO3P at a distorted geometry.

Last column: natural (NBO) charge in e.
Geometry (Å):
C -1.87 -1.54 -1.23  0.5484
C 1.60 -1.72 0.04  -0.2449
C 0.25 2.20 -0.71  -0.2527
C -1.43 0.84 1.56  -0.9254
N -2.54 -2.42 -1.56  -0.3960
O -1.20 -0.50 -0.96  -0.7478
O 0.48 -1.32 0.80  -0.8088
O 0.70 0.91 -0.19  -0.8304
P -0.39 -0.03 0.45  2.2607
Br 0.04 1.52 2.70  -0.0241
H 1.70 -0.98 -0.68  0.1914
H 1.45 -2.75 -0.52  0.1963
H 2.49 -1.75 0.63  0.2015
H 0.12 2.01 -1.71  0.1892
H 1.14 2.95 -0.59  0.2097
H -0.64 2.47 -0.16  0.2243
H -1.91 0.13 2.11  0.2085

Output
- Calculated total energy: -3352.38383 Eh
- Energy above the lowest of the compared OMol25 structures with the same formula, charge and spin: 2.506 eV
- Multiplicity: 1

***

Entry 4:
Density functional theory data (ωB97M-V/def2-TZVPD) for a 2-piece molecular cluster, C3H6N3 overall at a distorted geometry.

Last column: natural (NBO) charge in e.
Geometry (Å):
C 2.25 -0.02 -0.53  0.1587
C -1.47 -0.41 0.26  -0.0670
C 1.51 -0.83 0.27  0.1134
N 1.80 0.52 0.58  -0.2604
N -0.53 -0.60 -0.74  -0.3552
N -0.81 0.72 -0.40  -0.4359
H 3.03 0.20 -1.32  0.2963
H -2.53 -0.37 -0.04  0.1995
H -1.27 -0.45 1.31  0.1954
H 1.32 -1.81 0.82  0.3080
H -1.55 1.23 -0.82  0.4302
H -0.06 1.18 0.25  0.4171

Output
- Calculated total energy: -281.67556 Eh
- Total charge: +1
- Energy above the lowest of the compared OMol25 structures with the same formula, charge and spin: 6.594 eV
- Multiplicity: 1

***

Question: Among the records above, which one has the highest energy above the lowest of the compared OMol25 structures with the same formula, charge and spin?
Answer: C3H6N3

***

Question: Number 1 is which compound?
Answer: C28H92IN5O17PS

***

Question: Which formula does entry 4 have?
Answer: C3H6N3